The following is a DFT calculation (the ωB97M-V functional and the def2-TZVPD basis) of C12H28N4O4Rb as an isolated structure at a distorted geometry.

XYZ file:
```
49
Properties=species:S:1:pos:R:3
Rb -27.86 4.15 -5.05
C -24.75 2.41 -7.14
C -26.04 2.46 -8.00
O -27.06 2.97 -7.54
N -25.98 2.04 -9.27
C -27.01 1.82 -10.25
H -24.72 3.19 -6.38
H -23.90 2.50 -7.82
H -24.58 1.44 -6.68
H -25.06 1.75 -9.57
H -26.70 0.96 -10.84
H -26.96 2.73 -10.85
H -27.99 1.80 -9.79
C -24.21 1.28 -3.91
C -25.66 0.81 -3.90
O -26.55 1.65 -4.04
N -25.97 -0.49 -3.76
C -25.02 -1.54 -3.79
H -23.70 0.71 -3.14
H -24.18 2.35 -3.71
H -23.66 1.00 -4.80
H -26.94 -0.71 -3.57
H -24.73 -1.60 -2.74
H -24.24 -1.45 -4.55
H -25.56 -2.40 -4.19
C -31.49 6.64 -5.90
C -30.64 5.78 -6.82
O -29.43 5.92 -6.79
N -31.19 4.86 -7.60
C -30.49 3.88 -8.34
H -32.45 6.15 -5.83
H -31.51 7.66 -6.30
H -31.05 6.61 -4.90
H -32.19 4.73 -7.64
H -29.53 4.22 -8.73
H -31.06 3.45 -9.17
H -30.15 2.99 -7.82
C -25.40 6.87 -2.52
C -24.78 5.74 -3.32
O -25.46 5.12 -4.10
N -23.48 5.59 -3.07
C -22.54 4.61 -3.57
H -24.90 7.82 -2.68
H -25.29 6.67 -1.45
H -26.44 7.11 -2.72
H -23.09 6.22 -2.38
H -22.95 4.00 -4.38
H -22.31 3.90 -2.78
H -21.69 5.17 -3.95
```

Properties
Calculated total energy (hartree): -1018.0123
Charge: +1
Gap between HOMO and LUMO (eV): 10.02
ΔE to the lowest compared entry with this formula, charge and spin (kcal per mole): 31.8

***

The following is a DFT calculation (the ωB97M-V functional and the def2-TZVPD basis) of a 2-piece molecular cluster, C3HN3O overall at a distorted geometry.

XYZ file:
```
8
Properties=species:S:1:pos:R:3
C -1.00 1.07 -0.99
C -0.01 0.20 1.56
C 0.18 -0.43 0.33
N -1.47 1.84 -1.67
N -0.22 0.77 2.53
N 1.23 -1.01 -0.34
O -0.04 -1.68 -0.10
H 1.33 -0.76 -1.32
```

Properties
Calculated total energy (hartree): -354.1761
Gap between HOMO and LUMO (eV): 9.18
ΔE to the lowest compared entry with this formula, charge and spin (kcal per mole): 119.8

***

The following is a DFT calculation (the ωB97M-V functional and the def2-TZVPD basis) of one molecule with the formula C7H11NO4S2 at a distorted geometry.

XYZ file:
```
25
Properties=species:S:1:pos:R:3
C -2.87 -0.46 1.11
S -1.86 -1.62 0.45
O -0.93 -2.10 1.37
O -2.82 -2.77 -0.03
C -0.98 -1.59 -1.25
C 0.51 -1.53 -0.94
C 1.08 -0.32 -0.42
N 0.53 0.78 -0.22
C 1.40 1.75 0.51
C 1.18 3.13 -0.16
O 1.98 4.01 -0.10
O 0.00 3.20 -0.82
C 2.82 1.19 0.70
S 2.77 -0.47 0.10
H -2.17 0.30 1.43
H -3.68 -0.13 0.46
H -3.54 -2.77 0.68
H -1.52 -0.76 -1.96
H -1.24 -2.61 -1.64
H 0.75 -2.26 -0.07
H 1.04 -1.87 -1.79
H 1.10 1.68 1.57
H -0.32 2.30 -0.92
H 3.71 1.76 0.27
H 3.10 1.16 1.71
```

Properties
Calculated total energy (hartree): -1425.3097
Gap between HOMO and LUMO (eV): 9.10
SMILES string: C=[S@@](=O)(O)CCC1=N[C@H](C(=O)O)CS1
ΔE to the lowest compared entry with this formula, charge and spin (kcal per mole): 41.5

***

The following is a DFT calculation (the ωB97M-V functional and the def2-TZVPD basis) of C32H41AlN4O2S2 as an isolated structure at a distorted geometry.

XYZ file:
```
82
Properties=species:S:1:pos:R:3
Al -0.04 1.60 0.16
C 1.04 -2.15 -5.64
C 0.52 -0.72 -5.67
C 1.52 0.18 -6.43
C -0.85 -0.71 -6.38
C 0.36 -0.13 -4.29
C -0.33 1.08 -4.12
C -0.49 1.61 -2.86
N 0.03 1.07 -1.76
C 0.72 -0.07 -1.90
C 0.89 -0.69 -3.13
C 1.35 -0.57 -0.68
C 1.77 -1.87 -0.52
C 2.41 -2.27 0.66
C 2.70 -1.25 1.56
C 2.21 0.02 1.36
N 1.50 0.37 0.28
C 2.68 -3.72 0.95
C 1.50 -4.17 1.83
C 2.73 -4.57 -0.32
C 3.99 -3.90 1.72
H 1.07 -2.55 -6.64
H 0.39 -2.79 -5.05
H 2.05 -2.20 -5.24
H 1.67 -0.21 -7.43
H 2.47 0.20 -5.91
H 1.15 1.20 -6.51
H -0.76 -1.21 -7.34
H -1.21 0.30 -6.57
H -1.58 -1.24 -5.78
H -0.76 1.60 -4.96
H -1.08 2.50 -2.72
H 1.45 -1.61 -3.19
H 1.56 -2.59 -1.30
H 3.27 -1.45 2.45
H 2.38 0.80 2.09
H 0.59 -4.24 1.23
H 1.31 -3.45 2.63
H 1.72 -5.14 2.26
H 1.79 -4.55 -0.87
H 2.92 -5.61 -0.06
H 3.53 -4.23 -0.98
H 3.92 -3.48 2.72
H 4.82 -3.43 1.19
H 4.20 -4.96 1.82
C -5.87 -0.58 5.64
C -4.73 -0.40 4.70
C -3.42 -0.41 5.18
C -2.35 -0.28 4.32
C -2.58 -0.10 2.96
C -3.87 -0.09 2.45
C -4.93 -0.25 3.33
S -1.11 0.14 2.00
O -1.32 0.08 0.50
O -0.09 -0.74 2.47
N -0.66 1.70 1.99
C 0.32 2.46 2.55
C 0.52 2.81 3.88
C 1.50 3.73 4.17
C 2.24 4.30 3.13
C 2.02 3.87 1.84
N 1.10 2.94 1.55
H -5.66 -0.10 6.59
H -6.01 -1.65 5.83
H -6.79 -0.18 5.24
H -3.24 -0.54 6.24
H -1.34 -0.33 4.69
H -4.04 0.01 1.39
H -5.93 -0.26 2.93
H -0.12 2.38 4.64
H 1.70 4.02 5.19
H 2.98 5.06 3.34
H 2.60 4.26 1.01
C -2.80 3.45 -0.95
S -1.17 3.74 -0.16
C -0.32 4.83 -1.36
H -2.75 3.65 -2.01
H -3.53 4.10 -0.48
H -3.05 2.41 -0.76
H -0.88 5.75 -1.43
H -0.21 4.39 -2.34
H 0.66 5.04 -0.94
```

Properties
Calculated total energy (hartree): -2651.9776
Charge: +2
Gap between HOMO and LUMO (eV): 8.16

***

The following is a DFT calculation (the ωB97M-V functional and the def2-TZVPD basis) of C4H6O2 as an isolated structure at a distorted geometry.

XYZ file:
```
12
Properties=species:S:1:pos:R:3
C 0.81 1.08 -0.61
C -0.60 0.57 -0.39
O -1.46 0.47 -1.25
C -0.87 0.05 0.98
C -0.44 -1.38 0.19
O -0.06 0.20 1.97
H 1.64 0.51 -0.16
H 1.00 1.23 -1.67
H 0.80 2.04 -0.09
H -1.95 -0.14 1.19
H 0.35 -1.65 -0.55
H -0.96 -2.22 0.63
```

Properties
Calculated total energy (hartree): -306.3004
Gap between HOMO and LUMO (alpha / beta) (eV): 7.17 / 8.86
ΔE to the lowest compared entry with this formula, charge and spin (kcal per mole): 129.2

***

The following is a DFT calculation (the ωB97M-V functional and the def2-TZVPD basis) of C12H20Cl2N2SeTc as an isolated structure at a distorted geometry.

XYZ file:
```
38
Properties=species:S:1:pos:R:3
Tc 0.12 -0.58 -0.45
Cl 0.24 -2.81 -0.77
Cl 1.04 1.30 0.51
C 2.42 -0.69 -1.87
H 3.00 -0.14 -1.14
H 2.87 -1.52 -2.42
C -1.55 0.20 -1.01
C 1.22 -0.16 -2.42
H -2.46 0.39 -0.37
C 0.77 -0.91 -3.70
H 1.07 0.97 -2.44
C -0.50 -0.31 -4.31
H 1.57 -0.79 -4.46
H 0.64 -2.00 -3.49
C -1.71 -0.44 -3.39
H -0.33 0.76 -4.50
H -0.76 -0.82 -5.25
C -1.78 0.76 -2.38
H -2.64 -0.41 -3.98
H -1.69 -1.40 -2.82
H -1.12 1.63 -2.59
H -2.83 1.10 -2.38
C -2.06 1.46 3.70
N -0.71 0.99 3.74
C 0.32 1.49 4.55
C 1.45 0.75 4.25
N 1.06 -0.17 3.27
C 1.93 -1.17 2.72
C -0.26 -0.05 2.99
Se -1.24 -1.00 1.69
H -2.50 1.34 4.70
H -2.56 0.83 2.98
H -2.06 2.51 3.37
H 0.15 2.33 5.22
H 2.46 0.76 4.63
H 2.77 -0.65 2.25
H 2.27 -1.79 3.56
H 1.39 -1.77 2.00
```

Properties
Calculated total energy (hartree): -3981.2946
Gap between HOMO and LUMO (alpha / beta) (eV): 6.35 / 7.46
Spin multiplicity: 4
<S²>: 3.978

***

The following is a DFT calculation (the ωB97M-V functional and the def2-TZVPD basis) of C32H30FeN11O3SSe as an isolated structure.

XYZ file:
```
79
Properties=species:S:1:pos:R:3
Fe 1.05 0.69 0.91
Se -6.37 -0.69 3.04
N -4.81 -1.34 3.59
C -3.87 -0.73 2.90
C -2.45 -1.00 3.06
C -1.94 -1.94 3.97
C -0.58 -2.12 4.05
C 0.25 -1.36 3.23
N -0.22 -0.47 2.36
C -1.54 -0.29 2.28
C -2.01 0.72 1.30
N -1.06 1.35 0.60
C -1.43 2.26 -0.30
C -2.76 2.58 -0.54
C -3.74 1.93 0.18
C -3.36 0.98 1.13
C -4.33 0.24 1.94
N -5.62 0.41 1.87
H -2.63 -2.50 4.58
H -0.15 -2.83 4.74
H 1.33 -1.47 3.25
H -0.64 2.75 -0.84
H -3.01 3.32 -1.28
H -4.79 2.13 0.03
N 0.04 -4.88 -3.83
C -0.27 -5.40 -5.07
C -0.25 -6.70 -5.57
C -0.64 -6.86 -6.88
C -1.03 -5.76 -7.67
C -1.05 -4.48 -7.17
C -0.66 -4.30 -5.84
N -0.58 -3.14 -5.09
C -0.16 -3.52 -3.92
C 0.06 -2.60 -2.81
C 0.39 -3.01 -1.52
C 0.58 -2.06 -0.53
N 0.47 -0.75 -0.75
C 0.15 -0.36 -1.99
C -0.06 -1.23 -3.04
H 0.38 -5.39 -3.04
H 0.05 -7.55 -4.96
H -0.64 -7.85 -7.32
H -1.32 -5.94 -8.70
H -1.35 -3.64 -7.78
H 0.49 -4.05 -1.26
H 0.86 -2.36 0.47
H 0.07 0.71 -2.14
H -0.32 -0.87 -4.03
C 3.42 3.70 -0.30
C 4.11 2.33 -0.42
C 3.11 1.53 -1.24
O 1.83 1.98 -0.73
C 1.95 3.41 -0.62
H 3.83 4.42 -1.01
H 3.54 4.12 0.70
H 4.23 1.87 0.55
H 5.08 2.39 -0.90
H 3.16 0.45 -1.12
H 3.16 1.79 -2.31
H 1.26 3.74 0.16
H 1.66 3.85 -1.58
C -1.34 5.05 4.90
C -0.50 5.15 3.62
C 0.42 3.99 3.44
N 0.46 3.25 2.39
N 1.39 2.24 2.46
C 2.06 2.24 3.59
N 2.99 1.34 3.92
S 1.57 3.51 4.66
H -2.00 5.91 4.98
H -0.71 5.04 5.79
H -1.95 4.15 4.90
H 0.09 6.07 3.64
H -1.14 5.19 2.74
H 3.47 0.84 3.16
H 3.53 1.49 4.76
O 4.48 -0.14 1.84
N 3.79 -0.88 1.18
O 2.52 -0.67 1.27
```

Properties
Calculated total energy (hartree): -6128.6632
Charge: +1
Gap between HOMO and LUMO (alpha / beta) (eV): 7.15 / 7.13
Spin multiplicity: 5
ΔE to the lowest compared entry with this formula, charge and spin (kcal per mole): 0.0
<S²>: 6.010

***

The following is a DFT calculation (the ωB97M-V functional and the def2-TZVPD basis) of C5H6O2 as an isolated structure at a distorted geometry.

XYZ file:
```
13
Properties=species:S:1:pos:R:3
C 1.16 1.37 0.85
C 0.07 0.54 1.26
C 0.13 -0.96 0.96
C -0.45 -0.65 -0.29
C -0.64 -0.44 -1.74
O 1.04 2.58 0.77
O -1.21 -1.32 0.63
H 2.11 0.87 0.78
H -0.76 1.03 1.88
H 0.77 -1.79 1.03
H -1.41 0.21 -1.92
H -1.10 -1.40 -2.13
H 0.29 -0.04 -2.08
```

Properties
Calculated total energy (hartree): -344.4089
Gap between HOMO and LUMO (alpha / beta) (eV): 8.40 / 8.40
ΔE to the lowest compared entry with this formula, charge and spin (kcal per mole): 121.1